# C27H36GeN2PPtS

A molecular structure, C27H36GeN2PPtS (the ωB97M-V functional and the def2-TZVPD basis, the OMol25 dataset).

The value obtained for the largest force on an atom is 1.5 eV/A. The electronic energy comes out at -111444.442 eV. For the energy above the lowest of the compared OMol25 structures with the same formula, charge and spin, the calculation gives 24.4 kcal/mol.

```
! RIJCOSX wB97M-V def2-TZVPD def2/J DEFGRID3
* xyz 1 1
H -0.521 -2.572 -2.027
C 2.528 0.707 1.131
C -0.756 1.674 -1.110
H -2.119 0.086 -3.622
H 1.415 3.179 -5.460
Pt -0.212 -0.141 -0.946
H -3.783 4.125 -2.615
N 1.057 2.181 -3.642
C -0.216 0.904 4.841
H -1.658 2.364 5.447
P 0.298 -0.777 1.141
H -1.980 1.630 -4.481
C -0.620 -2.998 0.091
H -2.057 4.383 -2.881
C -1.638 -4.149 2.431
C -1.908 -4.707 1.190
H 1.447 -1.049 5.201
H 1.031 -2.584 -1.199
H -1.778 1.163 1.346
H -2.528 -5.592 1.126
H 4.160 2.088 1.061
C 1.005 0.893 -3.943
C -0.020 -2.290 -1.100
C 4.813 0.037 0.992
C 3.065 -1.654 1.093
C 0.790 3.267 -4.570
H 3.463 -3.624 1.814
C -2.789 3.938 -2.206
H -4.049 1.879 0.055
H 2.413 -0.328 3.914
H -0.305 2.593 -0.711
C -0.386 -2.424 1.350
Ge -2.519 2.014 -1.992
H 1.763 -3.372 1.447
C -0.270 0.231 2.541
H 1.782 1.494 1.180
C -1.411 -4.135 0.023
C -2.540 1.087 -3.719
C -1.276 1.770 4.627
C -1.849 1.865 3.369
H -3.549 0.260 -0.459
C 3.862 1.048 1.060
C 1.456 -0.802 4.140
C 0.307 0.118 3.817
H -1.637 -4.581 -0.937
C 4.410 -1.283 1.009
H -2.043 -4.596 3.328
H -3.569 0.993 -4.067
H 5.866 0.279 0.936
H 1.041 4.206 -4.085
H 0.737 -0.464 -5.399
H 0.626 1.177 -5.945
H 1.423 -1.738 3.582
H -0.262 3.294 -4.861
C -3.871 1.240 -0.810
H -0.731 -2.509 3.475
H 1.238 2.386 -2.672
C 2.113 -0.632 1.151
H 5.155 -2.069 0.969
H 2.926 -3.575 0.144
N 0.768 0.521 -5.195
H -2.719 4.443 -1.243
C 2.771 -3.132 1.130
H -4.810 1.131 -1.354
C -1.342 1.098 2.335
C -0.886 -2.985 2.515
S 1.342 -0.343 -2.773
H 0.218 0.826 5.830
H -2.685 2.529 3.194
*
```

***

# C27H36N

2 unconnected molecules or ions with the total composition C27H36N (the ωB97M-V functional and the def2-TZVPD basis, the OMol25 dataset).

The value obtained for the largest force on an atom is 2.4 eV/A. The electronic energy comes out at -30066.388 eV. For the energy above the lowest of the compared OMol25 structures with the same formula, charge and spin, the calculation gives 12.2 kcal/mol.

```
! RIJCOSX wB97M-V def2-TZVPD def2/J DEFGRID3
* xyz 1 1
C -0.988 0.578 -0.232
C -0.664 -0.992 -2.660
H 5.926 0.613 -0.352
C -2.893 -1.968 -2.164
C 0.933 1.407 2.653
C 5.281 0.343 0.488
C 0.031 2.869 0.116
H 1.883 -4.879 0.656
H -0.023 4.031 1.984
C -1.901 -1.061 -1.822
H -4.567 0.239 1.710
H -0.447 0.036 -2.977
C -1.138 1.898 0.410
C -4.068 -2.081 -1.414
H 1.759 4.377 -1.622
C 2.689 -2.228 0.597
H -5.510 -2.854 -2.818
H 0.005 0.387 -0.652
C 2.367 2.466 -0.760
H 2.829 -1.561 1.461
C 1.081 -4.150 0.688
C 3.082 0.995 1.489
H -4.663 -4.087 -1.880
C 1.806 1.569 1.434
H -0.095 3.131 -0.943
C 3.599 1.821 -0.700
H 2.970 3.469 -2.552
C -2.064 -0.236 -0.654
H -1.255 1.791 1.500
H 4.284 1.922 -1.546
C -3.305 -0.308 0.080
H -2.073 2.367 0.061
H -5.932 -3.088 -1.102
H -0.790 -1.617 -3.554
H -3.597 1.580 1.107
H 0.219 -1.374 -2.133
H 1.276 2.958 -2.585
H -1.911 -2.730 0.933
C 0.189 -2.065 0.699
C -3.580 0.503 1.308
H -0.853 -5.199 0.975
H -5.192 -1.317 0.253
H 3.379 0.461 2.399
H 5.132 -0.746 0.467
H 2.844 -1.631 -0.316
H -2.744 -2.618 -3.026
H -1.030 4.689 0.663
C -0.862 -2.971 0.853
H 0.237 -0.986 0.722
H 0.186 0.608 2.530
H 0.742 4.861 0.610
H 1.547 1.100 3.516
C 2.067 3.367 -1.937
C 3.975 1.078 0.423
C -5.104 -3.082 -1.821
N 1.361 -2.799 0.626
H 3.425 -3.043 0.638
H 0.410 2.329 2.944
H -2.857 0.307 2.112
C -4.264 -1.231 -0.322
C -0.300 -4.279 0.849
C -0.081 4.188 0.898
H 5.810 0.574 1.420
C 1.427 2.270 0.273
*
```

***

# C27H36N2O7

2 unconnected molecules or ions with the total composition C27H36N2O7 (the ωB97M-V functional and the def2-TZVPD basis, the OMol25 dataset).

The value obtained for the largest force on an atom is 0.6 eV/A. The electronic energy comes out at -45895.302 eV. The SMILES is CC(=O)OCCCCC[C@@](C#N)(CCc1ccccc1)[C@H](C#N)CCCOC(C)=O.O=C1OCCO1.

```
! RIJCOSX wB97M-V def2-TZVPD def2/J DEFGRID3
* xyz 0 1
C -2.008 -0.632 -3.375
H -0.392 1.568 1.118
H 3.074 0.191 -0.523
C 3.858 0.953 -0.521
H 3.160 2.966 -0.348
H -0.156 0.650 -1.740
O -1.272 4.806 5.066
C -3.354 -0.142 -1.252
C -2.648 -1.062 -2.223
H -0.874 -1.183 -5.105
H -0.809 1.597 4.887
H -3.162 -2.787 -1.062
C -2.043 -3.334 -2.790
H 1.724 -4.831 1.429
C 0.745 -5.105 1.823
H -3.010 1.711 -2.266
C 2.053 2.067 -1.976
O 0.666 -6.532 1.909
N -1.950 4.287 0.052
C 6.185 -0.867 0.290
C 0.062 -7.000 0.790
H 1.943 1.022 -2.265
H -2.068 -4.386 -2.542
C -1.766 0.737 3.182
H -1.334 -4.636 1.364
C -0.446 1.692 -1.617
H -3.259 -0.576 -0.260
H 0.615 -4.669 2.810
C -0.807 -0.327 0.445
H 0.950 2.508 -0.177
C 3.335 2.242 -1.144
H 5.630 -0.437 1.121
O -0.006 -8.144 0.485
H 4.127 2.655 -1.766
H 0.506 5.196 3.189
H -1.035 5.443 2.323
C -0.378 -4.779 0.857
H -0.158 3.917 2.158
H -1.999 0.417 -3.637
C 0.775 2.537 -1.255
O -0.451 -5.975 0.071
N -0.486 -1.401 0.201
H 4.167 1.117 0.514
H 2.162 2.647 -2.891
O -1.850 3.038 3.835
C -1.625 1.772 -0.619
H -2.725 2.102 1.850
H 6.406 -1.907 0.506
H -0.880 -3.584 -4.579
C -1.378 -1.536 -4.216
O 5.213 -1.695 -1.723
H 7.112 -0.309 0.178
H -1.072 -0.104 3.113
H -4.421 -0.196 -1.487
C -1.030 1.875 3.853
C -1.793 3.188 -0.238
C -1.163 4.218 4.039
O 4.961 0.481 -1.299
H -0.830 2.031 -2.580
C 5.399 -0.783 -0.983
H -0.067 2.060 3.366
H -2.588 0.418 3.821
C -0.408 4.724 2.842
C -2.330 1.088 1.807
H -3.139 0.395 1.594
H -3.772 1.881 -0.713
H 0.586 3.574 -1.526
H -0.175 -3.920 0.223
C -2.988 1.340 -1.242
C -1.261 1.042 0.709
C -1.384 -2.887 -3.925
C -2.666 -2.427 -1.955
*
```

***

# C27H36N4O5PRhTe

A molecular structure, C27H36N4O5PRhTe (the ωB97M-V functional and the def2-TZVPD basis, the OMol25 dataset).

The value obtained for the largest force on an atom is 1.0 eV/A. The electronic energy comes out at -64360.281 eV. For the energy above the lowest of the compared OMol25 structures with the same formula, charge and spin, the calculation gives 12.2 kcal/mol.

```
! RIJCOSX wB97M-V def2-TZVPD def2/J DEFGRID3
* xyz 2 1
C 2.547 -0.490 3.839
H 3.246 -0.303 -4.790
P 0.375 1.195 -1.260
H 1.320 1.469 -3.994
H 1.372 5.816 -1.877
H -0.711 -1.432 -0.632
H -2.533 1.358 -0.972
H -2.342 0.372 3.729
H -2.051 -1.681 -3.344
C 2.966 -2.404 2.558
H -6.366 -2.478 0.448
C -4.313 -2.666 1.017
C 3.000 0.287 -1.487
C -3.343 -0.757 2.123
H -2.356 -2.648 -1.905
H -1.847 3.482 -1.911
H -3.979 -0.529 -2.427
H 3.595 1.160 -1.207
C 3.654 -0.477 -2.633
H 1.940 3.294 -2.614
C -0.788 -1.145 -1.695
H 2.881 -0.334 -0.598
C -2.156 -0.066 2.750
H -6.586 -0.181 1.344
C 1.690 0.556 -3.527
C 4.112 -2.113 4.621
H -1.408 3.227 -0.212
H 0.340 5.059 -3.095
H 3.630 -0.264 5.657
H -1.992 -3.767 2.208
H 2.852 -4.440 0.076
H 3.305 -1.514 -2.643
C 3.876 -2.880 3.476
Rh 1.051 -0.535 1.515
H 0.088 -1.547 -2.205
H 4.740 -0.481 -2.554
C -3.098 -0.583 -1.790
N -0.872 0.309 -1.853
C -5.641 -0.703 1.415
H -3.440 -0.796 -0.778
H 3.701 1.198 -3.988
O 0.627 1.012 0.263
N 1.700 0.687 -2.048
C 3.458 -0.903 4.801
O 1.712 -2.456 0.541
Te -0.723 -1.593 3.011
N 2.322 -1.253 2.773
C 2.559 -3.003 1.249
H -0.173 5.219 -0.090
C -1.904 -2.793 1.728
H -4.224 -3.675 0.635
C -2.109 -1.647 -2.255
H -1.689 0.692 2.122
N 0.129 2.755 -1.632
H 4.824 -2.460 5.358
C -3.221 -2.049 1.622
H -4.662 0.915 2.421
C -5.518 -1.992 0.911
H -1.277 5.721 -1.368
C -1.043 3.565 -1.184
C -2.306 0.726 -1.829
O 3.165 -4.115 0.940
H -2.521 1.293 -2.735
H -1.393 -2.923 0.775
C 1.314 3.646 -1.797
O 1.921 1.678 4.631
H 1.033 -0.263 -3.828
C -4.561 -0.087 2.022
O 0.750 0.813 2.928
C 1.733 0.795 3.858
C -0.509 4.997 -1.104
H 4.392 -3.813 3.301
H 1.910 3.675 -0.880
C 3.147 0.265 -3.867
C 0.677 4.999 -2.059
*
```

***

# C27H37AuBN8OS

A molecular structure, C27H37AuBN8OS (the ωB97M-V functional and the def2-TZVPD basis, the OMol25 dataset).

The value obtained for the largest force on an atom is 2.1 eV/A. The electronic energy comes out at -57767.642 eV. For the energy above the lowest of the compared OMol25 structures with the same formula, charge and spin, the calculation gives 48.2 kcal/mol.

```
! RIJCOSX wB97M-V def2-TZVPD def2/J DEFGRID3
* xyz 1 1
O -0.206 -1.677 1.261
H -1.399 2.559 3.719
C 1.579 -6.072 0.645
C -0.493 3.007 -3.932
C 0.650 -3.857 0.810
C -2.921 -0.356 -3.667
C 4.891 1.071 2.669
N -2.037 1.952 1.087
H 5.425 -0.971 -1.087
C 4.744 -1.695 0.846
C -4.421 3.746 -0.994
H -1.438 -3.705 0.449
H 2.148 4.608 0.357
N 0.207 2.175 -0.437
C -3.609 3.149 0.109
H -2.554 -2.269 1.816
H 1.870 4.120 -2.488
C -0.776 -5.730 0.299
H -4.503 3.880 1.988
H 5.671 -1.481 1.376
C 2.523 -0.793 1.265
H 5.422 2.024 2.683
H 4.060 -2.102 -1.158
C 1.228 3.002 -0.665
H 2.727 -4.319 1.089
C 4.994 -1.871 -0.645
C 2.146 3.518 0.399
H -0.528 2.043 -4.442
Au -0.542 0.319 0.983
C -2.929 -1.519 -0.165
C -2.748 2.509 2.058
H 4.311 -2.597 1.261
H -3.679 -3.254 0.846
C 1.188 3.434 -2.005
H 1.821 3.219 1.390
H -2.615 2.171 -2.387
H -3.476 -1.147 -4.166
N -2.554 2.339 -0.114
H -4.884 2.972 -1.608
H 4.030 1.148 3.336
N -0.518 2.120 -1.583
H -5.208 4.366 -0.570
N -2.229 0.189 -1.341
H -1.929 -0.292 -4.115
N -2.285 -0.354 -0.092
C -3.758 3.289 1.476
S 1.608 0.537 1.935
N 3.823 -0.573 1.120
C -2.821 -0.648 -2.208
H -3.806 4.366 -1.648
H 5.692 -2.694 -0.801
H -4.193 -1.711 1.519
H 5.561 0.302 3.058
B -2.005 1.735 -1.453
H 5.313 0.747 0.580
C 4.452 0.749 1.246
C 0.317 -6.583 0.365
H -3.806 -2.601 -1.890
C -2.424 2.257 3.495
C -0.607 -4.373 0.520
H -2.521 1.195 3.732
H -3.429 0.593 -3.846
C 1.746 -4.717 0.867
H 3.752 1.493 0.887
H 0.138 3.679 -4.510
C -3.350 -2.243 1.075
C 0.061 2.868 -2.550
H -3.097 2.815 4.143
H 2.435 -6.733 0.688
H -1.759 -6.124 0.074
H 0.186 -7.644 0.195
C 0.847 -2.398 1.031
N 2.093 -2.011 0.986
H 3.174 3.191 0.250
H -1.506 3.412 -3.918
C -3.269 -1.752 -1.496
*
```

***

# C27H37Cl2N4O2RuSi4Te

A molecular structure, C27H37Cl2N4O2RuSi4Te (the ωB97M-V functional and the def2-TZVPD basis, the OMol25 dataset).

The value obtained for the largest force on an atom is 3.1 eV/A. The electronic energy comes out at -105083.963 eV.

```
! RIJCOSX wB97M-V def2-TZVPD def2/J DEFGRID3
* xyz 1 1
H 5.440 -0.350 -3.902
H -0.231 -3.575 1.006
H -3.406 -0.928 2.234
C 3.559 2.378 -3.237
C -3.970 2.649 -1.875
C 4.694 1.639 -3.532
Te 0.761 -0.708 -0.409
H 3.213 -1.394 -3.609
N 0.013 1.700 -2.677
H 0.680 3.119 0.683
H -0.579 2.111 4.679
H 3.574 3.452 -3.119
C -1.436 2.151 4.006
H -4.325 0.563 -2.192
H 3.198 0.365 5.181
C -1.292 2.111 -2.375
C 2.215 0.368 4.706
H -1.653 -5.829 -3.763
H 0.591 -3.742 2.553
H -1.743 -0.997 4.893
N 2.244 0.381 -3.223
Si -1.192 -1.992 2.669
Ru 0.228 -0.238 -2.809
H 3.077 -2.217 1.720
C -1.250 -4.836 -3.621
H 0.800 -5.403 -3.973
C -1.534 -2.519 -3.146
H 1.646 -3.101 -3.633
C -2.412 1.952 1.091
C -2.087 -3.772 -3.322
H 1.802 1.372 4.805
C -2.250 1.071 -2.407
C -1.310 -1.933 4.540
H -2.114 1.757 0.069
C -3.026 3.671 -1.831
H -2.911 2.924 1.115
C -2.431 -1.345 -2.823
Si -0.925 1.965 2.203
H -0.333 -2.050 5.011
H -1.013 -4.442 2.329
H 3.445 0.816 0.873
C 2.355 1.719 -3.089
C 1.105 2.508 -2.766
C 0.111 -4.605 -3.740
H -1.947 -2.748 4.892
O 1.155 3.712 -2.623
C -0.381 -3.584 2.087
H -3.141 1.194 1.379
H 5.652 2.127 -3.651
N -0.209 -2.294 -3.257
Cl -3.492 5.287 -1.447
Cl -5.631 2.967 -1.542
H 1.131 3.375 2.371
C -3.589 1.350 -2.165
H -3.157 -3.879 -3.222
H -0.966 4.210 -2.062
H 1.573 -0.314 5.265
C -1.689 3.411 -2.086
C 3.340 -0.324 -3.511
N -1.718 -0.188 -2.708
H 4.468 1.054 2.292
H -3.491 -2.679 2.060
H 4.147 -1.882 3.083
H 3.068 2.094 2.024
O -3.628 -1.497 -2.700
C 3.437 1.072 1.934
H -2.137 1.371 4.304
C 4.582 0.265 -3.672
Si 0.174 -0.142 2.042
C 0.286 3.304 1.685
C 0.590 -3.320 -3.552
Si 2.387 -0.143 2.909
H -1.931 3.112 4.161
C 3.106 -1.870 2.754
H 2.557 -2.589 3.363
H -2.787 -1.695 0.774
H -0.211 4.277 1.669
C -2.873 -1.802 1.858
*
```